(1)
ORCA calculation (the ωB97M-V functional and the def2-TZVPD basis) on one molecule with the formula C4H4BrNOS in a non-equilibrium geometry.

Geometry (Å):
H1 1.428 1.963 1.863
N1 -0.960 0.274 -2.058
O1 -0.584 -1.917 0.014
C1 -0.295 0.345 -0.843
H2 -0.546 -2.306 0.900
H3 -1.116 -0.677 -2.360
H4 -0.579 0.865 -2.784
Br1 0.900 -1.089 2.909
C2 0.616 0.003 1.415
C3 -0.187 -0.625 0.081
S1 0.404 1.878 -0.343
C4 0.918 1.286 1.205

Computed properties:
- orbital gap (eV) = 8.590
- ΔE to the lowest compared entry with this formula, charge and spin (eV) = 0.638
- strongest force on any atom (hartree/bohr) = 0.09686
- SMILES = Nc1scc(Br)c1O

=====

(2)
ORCA calculation (the ωB97M-V functional and the def2-TZVPD basis) on one molecule with the formula C24H25N3O8S in a non-equilibrium geometry.

Geometry (Å):
N1 3.523 -0.361 -1.547
C1 5.101 -1.784 -0.456
C2 1.903 -0.256 3.455
C3 2.513 0.572 -1.737
C4 -3.278 -0.715 0.327
C5 -0.360 -3.421 -0.557
N2 0.089 -1.344 0.586
H1 1.848 -0.263 0.720
H2 -0.823 -0.028 5.260
O1 -1.666 -3.161 -0.069
C6 0.386 2.306 -2.081
H3 -4.402 -3.775 0.350
C7 1.437 2.666 -1.258
H4 -0.875 -1.421 0.881
H5 1.411 3.626 -0.767
H6 2.939 -0.328 3.198
O2 1.759 -2.321 -0.592
O3 4.416 0.340 0.434
H7 0.352 0.712 0.711
C8 0.612 -2.297 -0.188
C9 -2.252 1.824 -0.327
C10 0.858 -0.187 2.582
C11 -3.100 -0.345 -1.000
H8 -3.061 -0.095 2.355
O4 -3.790 -1.919 0.755
C12 4.334 -0.486 -0.446
S1 -1.030 3.388 -2.157
H9 -0.412 0.870 -3.435
H10 0.008 -4.355 -0.119
O5 -0.595 4.752 -2.121
C13 -2.604 0.907 -1.317
H11 -1.206 4.969 -0.105
H12 5.651 -1.898 -1.387
O6 -2.632 -3.829 -1.987
O7 -1.892 2.989 -3.227
C14 1.337 -0.193 4.753
C15 -3.997 -2.921 -0.202
C16 -1.518 4.049 0.383
C17 1.466 0.244 -2.603
H13 1.861 -0.219 5.686
H14 -2.429 4.241 0.953
H15 -0.385 -3.540 -1.647
H16 -2.160 2.097 1.814
H17 1.485 -0.701 -3.125
C18 2.507 1.809 -1.088
H18 -0.725 3.713 1.059
H19 4.389 -2.602 -0.364
N3 -1.782 3.091 -0.664
O8 -0.309 -0.089 3.259
H20 5.791 -1.807 0.381
H21 -2.525 1.192 -2.351
H22 3.415 -1.203 -2.097
C19 0.402 1.107 -2.770
H23 -3.357 -1.011 -1.808
H24 -4.723 -2.628 -0.971
C20 -0.006 -0.095 4.569
C21 0.825 -0.202 1.091
C22 -2.704 -3.363 -0.884
H25 3.324 2.075 -0.439
C23 -2.417 1.434 1.006
C24 -2.926 0.191 1.324

Computed properties:
- orbital gap (eV) = 8.782
- ΔE to the lowest compared entry with this formula, charge and spin (eV) = 0.000
- strongest force on any atom (hartree/bohr) = 0.02437
- SMILES = CC(=O)Nc1ccc(S(=O)(=O)N(C)c2ccc(OCC(=O)OCC(=O)NCc3ccco3)cc2)cc1

=====

(3)
ORCA calculation (the ωB97M-V functional and the def2-TZVPD basis) on CH14F3Na3O10S as an isolated structure in a non-equilibrium geometry.

Geometry (Å):
H1 -2.800 -1.684 -1.311
H2 -0.069 4.987 -3.156
H3 2.718 0.205 -3.567
F1 0.769 2.432 -0.745
H4 0.627 -0.444 4.838
O1 1.160 -0.593 0.051
H5 -3.425 -2.308 1.943
H6 -0.786 -2.900 0.011
Na1 3.497 -1.450 0.188
H7 -4.269 -2.038 -1.404
H8 3.620 0.330 2.313
H9 -0.185 -1.367 3.955
O2 0.792 4.568 -3.141
H10 4.174 1.332 1.322
O3 -3.110 -1.535 1.474
O4 -1.176 -0.887 -0.556
F2 0.226 1.161 -2.382
O5 2.099 0.488 -4.240
O6 3.517 0.642 1.414
O7 0.424 -0.629 3.921
H11 1.244 0.207 -3.912
O8 -0.599 0.428 1.359
O9 -0.364 -3.335 0.752
C1 -0.117 1.603 -1.182
Na2 1.016 1.684 2.918
F3 -1.268 2.283 -1.215
Na3 -2.425 0.311 2.915
O10 -3.413 -2.410 -1.193
H12 -2.779 -1.878 0.643
H13 0.614 3.663 -2.883
S1 -0.189 0.022 0.027
H14 0.477 -2.888 0.845

Computed properties:
- orbital gap (alpha / beta) (eV) = 8.978 / 1.899
- total charge = +3
- ⟨S²⟩ = 0.7566
- multiplicity = 2
- strongest force on any atom (hartree/bohr) = 0.06707

=====

(4)
ORCA calculation (the ωB97M-V functional and the def2-TZVPD basis) on C28H39O2P2V as an isolated structure in a non-equilibrium geometry.

Geometry (Å):
H1 -14.979 5.071 9.127
H2 -16.805 -2.538 9.075
H3 -17.686 1.293 14.431
H4 -17.207 3.809 9.229
H5 -21.563 5.224 9.990
C1 -14.229 -1.138 7.400
H6 -20.117 -1.385 13.644
C2 -16.210 -2.198 8.211
C3 -19.440 -0.771 8.484
C4 -16.476 -2.686 6.955
C5 -21.827 4.174 9.887
C6 -12.119 -2.601 11.830
H7 -17.572 -2.787 12.847
C7 -13.785 3.314 9.168
C8 -11.414 -1.675 12.564
H8 -18.947 -2.104 14.729
H9 -12.920 1.291 9.365
P1 -17.389 -0.309 12.552
H10 -11.749 -3.630 11.923
H11 -16.650 -0.005 15.614
C9 -15.871 -0.564 13.596
C10 -14.517 -1.611 6.129
H12 -17.344 -3.402 6.936
H13 -11.107 0.517 12.882
C11 -18.803 1.924 12.631
H14 -18.613 -0.707 7.804
H15 -18.643 -2.338 11.642
H16 -22.302 2.259 7.851
H17 -13.137 1.074 11.628
H18 -13.974 -1.345 5.228
H19 -19.107 0.360 14.044
C12 -19.394 -2.159 13.765
H20 -21.742 1.911 9.539
H21 -12.854 3.886 9.161
H22 -13.568 -3.013 10.286
H23 -15.310 0.360 13.369
P2 -15.115 -0.473 10.015
C13 -13.576 -0.909 10.882
H24 -19.849 -1.726 8.389
O1 -20.478 0.157 8.212
C14 -12.813 0.050 11.617
C15 -16.243 1.985 9.641
C16 -14.973 4.002 9.212
H25 -19.314 1.856 8.485
C17 -18.306 0.883 13.619
C18 -15.973 -0.743 15.117
H26 -20.121 1.788 6.903
C19 -15.649 -2.334 5.852
C20 -16.221 3.357 9.352
H27 -19.873 -3.107 13.555
C21 -20.214 1.528 7.968
C22 -13.177 -2.265 10.933
C23 -21.387 2.249 8.554
H28 -21.835 3.633 10.848
H29 -22.875 3.980 9.472
C24 -13.815 1.932 9.299
H30 -14.952 -0.584 15.492
O2 -20.922 3.551 8.927
C25 -15.078 -1.359 8.447
H31 -16.221 -1.803 15.352
H32 -15.285 -1.394 13.168
V1 -17.182 0.435 10.420
H33 -10.557 -1.910 13.203
C26 -18.291 -2.018 12.681
H34 -19.048 -0.641 9.535
H35 -15.864 -2.587 4.766
C27 -15.000 1.286 9.577
C28 -11.711 -0.340 12.411
H36 -19.664 2.475 13.067
H37 -18.046 2.714 12.401
H38 -13.317 -0.605 7.548
H39 -19.073 1.438 11.682

Computed properties:
- orbital gap (alpha / beta) (eV) = 6.340 / 7.215
- total charge = +2
- ⟨S²⟩ = 2.0851
- multiplicity = 3
- strongest force on any atom (hartree/bohr) = 0.10352

=====

(5)
ORCA calculation (the ωB97M-V functional and the def2-TZVPD basis) on C47H50N2O3PtS3 as an isolated structure.

Geometry (Å):
H1 -3.349 -1.580 -0.905
H2 -1.767 -0.078 -2.776
H3 0.883 -1.784 -2.594
H4 -3.424 0.272 -2.225
C1 3.770 -0.558 -0.064
C2 6.153 -0.640 -0.336
O1 0.718 -0.542 2.555
H5 8.202 -2.344 -0.519
H6 0.745 5.276 -5.478
H7 -0.571 -2.360 1.306
H8 -3.231 4.390 3.254
H9 7.867 -2.655 1.180
Pt1 0.085 0.224 -0.334
C3 0.106 2.537 2.653
H10 4.955 -3.592 0.782
C4 -2.363 0.470 -2.051
C5 4.264 6.533 -0.409
H11 0.607 -1.924 5.002
N1 0.029 -1.886 -0.672
H12 3.229 -0.773 -2.569
H13 1.983 -3.099 3.441
C6 5.314 5.235 -2.139
H14 4.042 -4.470 3.472
H15 2.874 -2.352 0.738
C7 -1.494 3.530 4.176
N2 -2.016 0.044 -0.665
H16 0.373 2.652 4.768
C8 4.964 -2.566 0.440
H17 2.846 -0.202 -4.923
H18 -2.624 3.137 5.951
H19 1.064 2.074 2.463
H20 7.080 -0.154 -0.612
C9 3.204 5.596 -0.348
C10 5.445 -1.399 3.781
C11 5.350 -2.779 3.684
H21 6.412 -0.925 3.880
H22 1.144 3.570 -7.232
C12 4.301 4.320 -2.110
H23 0.353 4.968 1.377
C13 1.146 4.833 0.658
C14 2.137 5.759 0.566
C15 6.169 -1.973 0.078
C16 -2.348 -1.399 -0.506
H24 -1.317 -2.020 -2.284
C17 -2.894 0.772 0.292
C18 -1.918 3.879 5.573
C19 3.769 -1.864 0.395
H25 0.847 -3.415 -1.874
H26 6.138 5.102 -2.826
H27 -2.537 3.830 0.949
H28 1.220 4.785 -3.133
C20 2.565 1.159 -1.833
H29 -2.886 1.829 0.056
O2 -1.248 3.041 -0.985
H30 4.241 7.388 0.254
C21 4.969 0.066 -0.412
C22 4.108 -3.393 3.549
C23 0.833 -0.872 5.165
C24 1.129 4.304 -5.199
H31 -1.502 -3.293 -1.081
S1 2.397 0.583 -0.144
C25 3.057 -1.245 3.659
H32 6.246 -3.385 3.717
C26 -1.928 3.537 1.795
H33 4.973 1.100 -0.736
C27 -0.285 2.876 3.936
H34 -1.067 3.907 6.251
H35 -2.164 1.530 -2.156
C28 2.136 3.537 -1.147
H36 -2.417 4.846 5.602
C29 1.886 2.757 -3.508
C30 7.457 -2.736 0.171
C31 4.292 -0.623 3.766
C32 2.825 0.194 -2.837
H37 4.335 3.470 -2.778
S2 -0.203 2.565 -0.069
C33 1.012 -2.353 -1.676
C34 2.954 -2.627 3.536
H38 2.122 6.630 1.208
C35 1.352 3.332 -6.198
H39 1.501 -0.747 6.016
H40 -2.366 -1.619 0.560
H41 4.348 0.456 3.839
O3 2.679 1.596 0.875
C36 2.616 0.514 -4.144
C37 1.831 2.099 -5.862
H42 1.139 -2.353 1.078
C38 1.396 4.031 -3.889
H43 0.183 -3.704 0.395
C39 3.211 4.476 -1.214
H44 -2.543 0.605 1.309
C40 -0.732 2.861 1.598
H45 6.100 7.078 -1.327
H46 -0.086 -0.310 5.319
C41 2.155 2.433 -2.142
H47 2.010 1.350 -6.622
H48 7.307 -3.793 -0.041
C42 5.294 6.358 -1.284
H49 -3.914 0.395 0.187
H50 2.022 -2.217 -1.311
C43 0.208 -2.632 0.602
C44 -2.303 3.857 3.088
C45 1.167 3.707 -0.198
C46 2.102 1.780 -4.511
C47 -1.318 -2.225 -1.215
S3 1.620 -0.187 3.706

Computed properties:
- orbital gap (eV) = 7.195
- total charge = +2
- ΔE to the lowest compared entry with this formula, charge and spin (eV) = 0.013
- strongest force on any atom (hartree/bohr) = 0.00359

=====

(6)
ORCA calculation (the ωB97M-V functional and the def2-TZVPD basis) on C47H20CsF15GeN5O2S as an isolated structure.

Geometry (Å):
C1 -0.020 -1.586 -6.172
C2 -3.205 2.182 -4.270
F1 -0.553 5.759 -3.337
F2 -3.867 3.777 -1.139
C3 -1.036 -6.787 5.873
O1 -2.094 -2.213 -8.016
F3 -1.193 1.840 -5.433
C4 -3.428 5.165 3.032
C5 -0.068 -7.824 7.872
H1 -3.405 -0.083 -6.368
C6 1.064 -5.968 6.741
F4 -1.194 6.797 0.756
C7 3.544 -0.973 -1.762
C8 -1.769 3.374 -2.173
O2 -3.460 -0.793 -7.021
C9 0.359 -4.490 2.392
S1 0.526 2.201 -0.072
H2 1.942 -1.759 -5.372
C10 0.381 6.100 -2.434
C11 1.110 -5.030 5.725
H3 -2.843 -1.036 -4.374
H4 -1.756 -5.800 4.112
Cs1 0.103 -0.867 0.492
F5 -4.143 2.930 3.143
H5 0.724 -6.668 2.822
H6 -0.557 -0.131 6.167
F6 -2.709 7.398 2.857
C12 4.896 -0.843 -2.050
C13 2.190 7.568 -1.906
H7 0.284 -1.814 -7.185
H8 -0.430 -2.806 6.274
H9 0.661 -4.320 -0.783
C14 -0.869 -1.147 -3.578
H10 1.938 -4.336 5.660
C15 0.156 -3.956 3.670
C16 5.322 -0.931 0.291
N1 -0.112 -8.604 8.715
C17 0.460 5.463 -1.209
H11 1.033 -6.837 0.165
C18 -2.670 6.138 2.412
C19 2.573 -0.997 -2.878
C20 0.611 -4.634 0.254
H12 1.856 -6.023 7.476
F7 -2.622 2.298 1.037
C21 0.097 -4.964 4.772
H13 -0.090 0.531 3.572
H14 5.985 -0.918 1.145
F8 -5.206 2.590 -3.107
C22 1.431 5.935 -0.342
C23 1.227 7.136 -2.797
H15 -1.870 -7.471 5.941
H16 3.534 -1.100 1.480
C24 -1.141 2.875 -3.304
C25 0.905 -1.547 -5.148
C26 -1.829 2.294 -4.349
H17 2.990 -0.732 -3.854
C27 -1.369 -1.361 -5.923
C28 -3.875 2.684 -3.175
C29 -0.972 -5.851 4.856
F9 -3.883 1.582 -5.261
C30 -1.790 -1.129 -4.616
H18 6.865 -0.735 -1.193
F10 3.009 8.567 -2.236
C31 5.804 -0.830 -1.001
N2 0.098 -1.528 3.234
C32 -0.114 -0.470 3.995
N3 1.352 -1.291 -2.713
C33 3.948 -1.040 0.479
F11 0.190 2.943 -3.418
C34 -2.306 -1.486 -7.084
C35 0.490 -1.312 -3.837
C36 -0.013 -6.848 6.817
H19 5.224 -0.756 -3.078
Ge1 -0.607 3.890 -0.635
C37 -3.394 3.866 2.558
F12 3.208 7.400 0.207
C38 -1.882 5.794 1.326
C39 0.003 -2.625 4.074
C40 -2.593 3.564 1.474
N4 0.352 -3.765 1.210
C41 0.639 -5.867 2.105
C42 -1.809 4.507 0.825
F13 -4.198 5.477 4.075
H20 -1.185 -1.106 -2.543
C43 -0.282 -2.181 5.406
N5 3.076 -1.067 -0.517
C44 -0.354 -0.812 5.355
F14 1.539 5.409 0.882
C45 -3.148 3.277 -2.156
C46 0.803 -5.957 0.746
F15 1.113 7.726 -3.991
C47 2.291 6.968 -0.664

Computed properties:
- orbital gap (eV) = 5.871
- total charge = -1
- strongest force on any atom (hartree/bohr) = 0.01339

=====

What is the strongest force on any atom in the second record?
0.02437 hartree/bohr